Here is a molecular structure, C4H5O2Tl at a distorted geometry from OMol25. Energies are from ωB97M-V/def2-TZVPD.

The value obtained for the total energy is -12990.374 eV. The net charge is +2. The energy above the lowest of the compared OMol25 structures with the same formula, charge and spin comes out at 96.72 kcal/mol. The HOMO-LUMO gap (alpha / beta) is 6.9 / 7.1 eV.

Each line ends with the Mulliken charge.
Positions of all 12 atoms, in Å:
H 0.328 -0.011 -1.585  0.4759
O -0.288 -1.916 1.510  -0.3651
C -0.454 -1.028 0.481  0.0719
C 0.666 -0.609 -0.262  -0.4133
C 0.257 0.683 0.430  -0.3076
C -0.336 1.637 -0.441  0.4799
O -0.194 1.334 -1.728  -0.4511
Tl -0.298 3.538 -1.015  0.8882
H -0.771 -2.728 1.328  0.4074
H -1.459 -0.958 0.053  0.4166
H 1.638 -1.019 0.020  0.3539
H 0.910 1.078 1.209  0.4433